Entry from the Open Molecules 2025 dataset: one molecule with the formula C13H14F3N5O6SSi (wB97M-V/def2-TZVPD).

```
43
Properties=species:S:1:pos:R:3:forces:R:3:lowdin_charge:R:1
O -3.572 -1.257 -0.311 0.3 -0.8 -0.1 -0.295
S -2.395 -1.548 0.469 -0.5 1.3 1.0 0.758
O -2.453 -2.275 1.722 0.0 -0.1 -0.7 -0.309
C -1.317 -2.619 -0.696 0.3 -0.5 -0.5 -0.593
F -1.959 -3.782 -0.998 0.5 1.4 0.5 0.118
F -1.080 -1.966 -1.850 -0.2 -0.3 0.9 0.128
F -0.137 -2.932 -0.125 -0.8 0.4 -0.3 0.125
C -1.667 0.017 0.843 0.1 -0.7 0.8 -0.263
C -1.256 0.375 2.297 1.5 -3.7 -2.0 -0.127
C 0.006 1.183 2.117 0.6 0.3 1.7 -0.060
N 1.043 1.279 3.013 -1.3 2.2 -2.2 -0.163
O 1.403 0.768 4.055 -0.4 0.1 -0.6 0.051
O 1.792 2.447 2.499 0.2 -0.7 0.6 -0.008
N 1.280 2.941 1.298 -1.5 -3.4 0.3 0.145
C 0.293 2.036 1.008 0.8 3.0 0.7 -0.169
C -0.556 1.975 -0.140 -1.1 -0.1 -0.3 -0.101
N -0.686 3.027 -1.145 -0.5 0.6 -1.4 -0.330
O -0.045 4.098 -1.131 -0.6 -2.2 0.8 0.045
O -1.527 2.798 -2.052 1.1 0.2 1.3 -0.002
C -1.442 0.865 -0.213 0.6 1.9 -0.2 -0.016
H -0.883 -0.595 2.741 -0.7 0.9 -0.1 0.160
H -2.017 0.779 -1.127 0.2 -0.3 -0.1 0.125
C -7.233 1.371 3.396 0.1 -0.1 -0.1 -0.169
Si -5.997 2.258 4.462 0.1 -0.1 -0.3 0.567
C -5.827 4.056 4.027 0.2 0.0 -0.1 -0.170
C -6.452 2.076 6.262 0.4 -0.2 0.2 -0.175
N -4.297 1.442 4.111 0.0 -0.2 -0.2 -0.030
C -3.607 1.313 2.946 -0.4 0.5 0.9 -0.020
N -2.444 0.696 3.179 0.5 0.8 -0.1 0.039
C -2.398 0.382 4.513 0.5 0.0 0.1 -0.018
C -3.513 0.831 5.094 -1.0 0.6 -0.1 -0.057
H -8.216 1.855 3.490 0.3 -0.1 0.0 0.047
H -6.949 1.392 2.337 -0.1 0.0 0.2 0.040
H -7.349 0.324 3.705 0.1 0.2 -0.1 0.044
H -6.801 4.556 4.139 0.2 -0.2 0.0 0.048
H -5.115 4.560 4.693 -0.1 -0.1 -0.2 0.043
H -5.496 4.193 2.991 -0.1 0.0 0.2 0.039
H -7.430 2.553 6.427 0.2 -0.1 -0.2 0.051
H -6.550 1.028 6.570 0.0 0.2 0.0 0.042
H -5.737 2.571 6.930 -0.1 -0.1 -0.1 0.041
H -3.977 1.713 2.017 0.3 -0.2 -0.2 0.164
H -1.554 -0.104 4.939 0.4 -0.3 0.1 0.137
H -3.848 0.778 6.114 0.1 0.0 0.0 0.118
```
Forces are in eV/Å.

Relative energy (zero: lowest compared OMol25 entry of this formula, charge and spin)   120.3 kJ/mol
HOMO   -7.89 eV
Orbital gap   7.6 eV